[1]
Below is C2H5B in the gas phase in a non-equilibrium geometry, with properties calculated with the ωB97M-V functional and the def2-TZVPD basis.

ORCA input file:
```
! wB97M-V def2-TZVPD RIJCOSX def2/J DEFGRID3
* xyz 0 1
C 0.289 -0.153 0.302
H 1.022 1.380 -0.843
H 2.428 0.311 -0.184
B -1.404 0.118 -0.032
H 0.470 -0.991 0.961
H -1.446 -0.675 -1.021
H -2.612 0.550 0.229
C 1.345 0.517 -0.201
*
```

Results
Calculated total energy ... -2828.1093 eV
Energy relative to the best compared isomer or geometry (same formula, charge and spin) ... 160.83 kJ/mol
Gap between HOMO and LUMO ... 0.345 Ha
SMILES ... BC=C

---

[2]
Below is C2H2F2O2S in the gas phase in a non-equilibrium geometry, with properties calculated with the ωB97M-V functional and the def2-TZVPD basis.

ORCA input file:
```
! wB97M-V def2-TZVPD RIJCOSX def2/J DEFGRID3
* xyz 0 1
C -1.411 0.320 -0.066
H -0.665 -1.622 0.261
S 1.214 0.067 0.130
C -0.509 -0.599 0.130
F -2.708 0.192 -0.191
F 1.714 -0.544 -1.311
O 2.052 -0.683 1.025
H -0.968 1.362 0.029
O 1.281 1.509 -0.005
*
```

Results
Calculated total energy ... -22469.8051 eV
Energy relative to the best compared isomer or geometry (same formula, charge and spin) ... 0.00 kJ/mol
Gap between HOMO and LUMO ... 0.446 Ha
SMILES ... O=S(=O)(F)/C=C/F

---

[3]
Below is 5 unconnected molecules or ions with the total composition C37H40F4N2O6P in a non-equilibrium geometry, with properties calculated with the ωB97M-V functional and the def2-TZVPD basis.

ORCA input file:
```
! wB97M-V def2-TZVPD RIJCOSX def2/J DEFGRID3
* xyz 1 1
C -1.651 2.216 -0.947
C 1.624 -4.871 1.363
H -5.112 2.957 0.248
O -2.914 4.031 0.257
H 0.848 2.629 -1.961
H -2.659 1.713 -0.915
C -5.731 6.803 -3.577
H 4.322 -2.061 -1.571
C -3.168 6.621 -3.331
H 0.360 4.978 -1.924
P -0.465 1.128 0.061
H 3.967 -8.942 5.500
F 1.933 -7.176 1.004
C 4.391 -1.566 -0.610
C 4.569 -0.282 1.853
C 1.771 -7.906 7.859
C -0.473 -0.533 -4.284
O 0.011 4.685 2.200
H -6.599 6.018 -5.546
C -3.228 3.101 1.331
O -0.794 -0.316 -0.256
C -1.319 0.200 -6.422
C 3.340 -0.665 1.345
H -0.604 1.278 1.469
H -4.348 1.337 0.414
C 5.631 -1.192 -0.106
F 1.602 -1.869 -6.925
H 0.235 2.725 -3.644
H 2.263 -1.599 -0.252
F 1.394 -8.731 5.685
H 6.529 -1.399 -0.676
C 0.619 -1.199 -6.307
N -0.642 4.979 1.280
O -1.957 6.790 -2.637
H 5.573 -8.312 7.294
C 0.542 -1.231 -4.925
H -4.549 7.444 -1.794
O -1.218 2.125 -2.313
C 1.348 -3.825 2.235
H -3.506 3.738 2.221
F 2.222 -0.408 2.052
C -0.471 4.441 -2.450
H -6.734 7.072 -3.166
H -0.588 4.817 -3.502
C -1.955 6.042 -1.420
C -0.298 -0.490 -7.063
C 1.671 -6.165 1.849
C -1.727 3.738 -0.414
C 1.453 -6.438 3.187
C -3.144 6.040 -4.692
H -2.176 5.720 -5.141
H 0.905 1.309 -0.277
H -2.048 0.751 -7.004
C 1.187 -5.392 4.060
H -1.072 6.422 -0.837
C -0.048 2.910 -2.569
C 1.132 -4.087 3.584
H 0.921 -3.270 4.265
C 3.615 -8.552 6.447
H -5.222 2.152 1.842
N -1.762 4.573 -1.675
H -0.209 -0.479 -8.142
H 1.024 -5.594 5.112
H -2.580 4.259 -2.230
C 3.238 -1.306 0.122
C 4.030 -7.713 8.664
O -0.533 3.932 0.344
H 6.688 -0.266 1.518
H 2.292 -7.190 9.813
H -4.289 5.362 -6.474
H -0.540 -0.544 -3.201
H 1.803 -4.687 0.310
C 5.720 -0.553 1.125
H 4.727 -7.445 9.450
H 1.272 -1.798 -4.360
C -4.489 7.008 -2.823
H -2.376 2.463 1.669
H 0.702 -7.791 7.997
H -2.201 0.722 -4.533
H 1.491 -7.461 3.539
C 2.663 -7.568 8.868
H 4.620 0.222 2.810
H 1.301 -2.809 1.865
H -2.893 6.305 -0.876
C 4.507 -8.203 7.453
C -1.405 0.181 -5.034
C 2.258 -8.397 6.662
C -4.381 5.830 -5.462
C -4.538 2.293 0.964
C -5.699 6.220 -4.918
*
```

Results
Calculated total energy ... -74428.7829 eV
Gap between HOMO and LUMO ... 0.226 Ha

---

[4]
Below is 2 unconnected molecules or ions with the total composition C2H8OS in a non-equilibrium geometry, with properties calculated with the ωB97M-V functional and the def2-TZVPD basis.

ORCA input file:
```
! wB97M-V def2-TZVPD RIJCOSX def2/J DEFGRID3
* xyz 0 1
H -1.199 -1.130 1.324
O 0.116 1.436 2.840
C -1.227 -0.848 0.255
C 0.004 -0.055 -0.126
H 0.774 2.129 3.040
S 0.490 -0.306 -1.881
H 0.834 -0.412 0.474
H 0.422 0.642 3.312
H -1.238 -1.820 -0.240
H -2.201 -0.395 0.065
H -0.138 1.010 -0.038
H 0.380 -1.640 -1.904
*
```

Results
Calculated total energy ... -15086.2145 eV
Energy relative to the best compared isomer or geometry (same formula, charge and spin) ... 25.46 kJ/mol
Gap between HOMO and LUMO ... 0.350 Ha
SMILES ... CCS.O

---

[5]
Below is 2 unconnected molecules or ions with the total composition C4H8O3 in a non-equilibrium geometry, with properties calculated with the ωB97M-V functional and the def2-TZVPD basis.

ORCA input file:
```
! wB97M-V def2-TZVPD RIJCOSX def2/J DEFGRID3
* xyz 0 1
C -0.926 -0.684 0.660
H 1.384 2.539 -1.327
C 0.846 -2.147 -0.319
H -1.803 -1.321 0.539
H 0.737 -0.018 -0.540
H -1.288 1.427 -0.076
C -1.368 0.745 0.786
H 1.673 3.105 0.010
H -0.457 -0.894 1.621
O 0.970 3.062 -0.669
O -1.687 1.231 1.834
O 1.312 -2.765 -1.231
C 0.054 -0.872 -0.515
H -0.422 -0.912 -1.492
H 0.976 -2.495 0.719
*
```

Results
Calculated total energy ... -10419.1466 eV
Energy relative to the best compared isomer or geometry (same formula, charge and spin) ... 179.17 kJ/mol
Gap between HOMO and LUMO ... 0.381 Ha
SMILES ... O=CCCC=O.O